Record 1
DFT (ωB97M-V/def2-TZVPD) results for a cluster of 3 separate species, C30H67I2N6O6P3SSi in total.

Geometry (Å):
1 C -2.65266 -6.99106 -0.39062
2 C -2.33256 -8.48338 0.00105
3 C -2.03369 -8.45736 1.58263
4 C -3.63548 -9.40151 -0.13006
5 C -1.04478 -9.11282 -0.66671
6 C -0.75067 -8.71570 -2.16326
7 C 0.27737 -9.82564 -2.70609
8 C -1.99453 -8.77080 -3.14212
9 C 0.06553 -7.36268 -2.27048
10 C 0.49032 -6.82963 -3.58942
11 C 1.28814 -5.59550 -3.68758
12 C 1.70198 -4.85599 -2.49654
13 O 2.49127 -3.69343 -2.52615
14 C 1.74697 -2.61490 -3.15944
15 C 0.23948 -2.53774 -2.68830
16 O -0.20147 -1.16528 -2.80482
17 C 0.21481 -0.44951 -1.62409
18 C -1.00849 -0.02011 -0.70879
19 Si -1.27827 -1.14679 0.80205
20 I -2.61111 -3.16520 0.20766
21 I 0.86827 -1.80061 1.89352
22 P -2.46373 -0.05607 2.34514
23 O -1.68171 1.33608 2.86004
24 O -2.75549 -0.98581 3.70860
25 S -4.19045 0.44210 1.60637
26 C 1.27563 -5.34350 -1.18859
27 C 0.48898 -6.57146 -1.10610
28 H -3.77340 -6.86134 -0.27450
29 H -2.20754 -6.24058 0.32516
30 H -2.41955 -6.70868 -1.44562
31 H -2.19935 -9.45815 2.05574
32 H -0.95810 -8.15026 1.72294
33 H -2.64343 -7.63742 2.06418
34 H -4.27700 -9.15873 0.75818
35 H -3.36229 -10.49384 -0.04427
36 H -4.22297 -9.18469 -1.06000
37 H -1.18407 -10.23660 -0.63708
38 H -0.10629 -8.92987 -0.06793
39 H -0.13598 -10.86302 -2.63983
40 H 1.18530 -9.74357 -2.03513
41 H 0.64393 -9.57947 -3.74323
42 H -1.71907 -9.36645 -4.06266
43 H -2.90403 -9.26223 -2.72139
44 H -2.21765 -7.72848 -3.50329
45 H 0.19155 -7.41188 -4.50020
46 H 1.60575 -5.21438 -4.69253
47 H 2.30272 -1.66290 -2.95761
48 H 1.75745 -2.83216 -4.26913
49 H 0.07148 -2.85337 -1.62559
50 H -0.35116 -3.19352 -3.38768
51 H 0.99691 -1.00049 -1.03458
52 H 0.69040 0.49984 -1.99200
53 H -1.98311 0.01619 -1.27491
54 H -0.79148 1.02071 -0.32482
55 H -1.88602 1.48384 3.80344
56 H -2.25797 -1.82830 3.66662
57 H 1.53901 -4.79925 -0.24716
58 H 0.20098 -6.91525 -0.08284
59 O 3.87982 4.09429 3.15819
60 P 2.88135 5.04557 3.81062
61 N 3.51160 4.82161 5.41101
62 C 2.80010 4.96768 6.66783
63 C 4.88155 5.30420 5.59745
64 N 1.54157 3.96954 3.56092
65 C 0.98469 3.15867 4.62498
66 C 1.58715 3.17130 2.33512
67 N 1.74745 6.26328 4.42242
68 C 0.45034 6.41706 3.73242
69 C 2.38531 7.60221 4.36192
70 H 2.57569 6.01331 6.91428
71 H 3.39981 4.56389 7.48952
72 H 1.87252 4.40504 6.70079
73 H 4.90541 6.37929 5.81992
74 H 5.49251 5.13707 4.70968
75 H 5.37312 4.77329 6.41863
76 H 1.73797 2.51707 5.09700
77 H 0.18029 2.51855 4.25248
78 H 0.50077 3.78395 5.38007
79 H 2.23210 2.29089 2.44464
80 H 1.95525 3.76714 1.49880
81 H 0.58592 2.82895 2.05671
82 H 0.57358 6.50864 2.64971
83 H -0.07347 7.30710 4.09545
84 H -0.22387 5.58944 3.94076
85 H 2.57849 7.90401 3.32756
86 H 3.33904 7.61249 4.89295
87 H 1.75610 8.35783 4.83591
88 O 0.55591 5.22791 -0.52383
89 P -0.20362 5.77183 -1.72981
90 N -1.43397 4.55120 -1.66973
91 C -2.23686 4.05163 -2.77208
92 C -2.27401 4.59233 -0.46842
93 N 1.03109 5.28256 -2.85096
94 C 0.89914 4.10828 -3.69233
95 C 2.40687 5.35170 -2.35376
96 N -1.05600 6.57209 -3.06299
97 C -0.25631 7.31540 -4.05742
98 C -2.01250 7.56349 -2.50885
99 H -2.98642 4.77431 -3.11805
100 H -2.77547 3.14903 -2.46698
101 H -1.64341 3.74322 -3.62688
102 H -3.09756 5.31042 -0.57506
103 H -1.70092 4.87576 0.41549
104 H -2.70319 3.60748 -0.25860
105 H 0.71204 3.19851 -3.10984
106 H 1.80036 3.94755 -4.29121
107 H 0.10834 4.24609 -4.43329
108 H 2.66534 4.48098 -1.74059
109 H 2.55955 6.25131 -1.75532
110 H 3.11420 5.40586 -3.18673
111 H 0.45003 8.00065 -3.58140
112 H -0.90841 7.89736 -4.71583
113 H 0.29149 6.65020 -4.72081
114 H -1.48959 8.37519 -1.99321
115 H -2.69346 7.10095 -1.79200
116 H -2.63352 7.99191 -3.29746

SMILES string = CC(C)(C)CC(C)(C)c1ccc(OCCOCC[Si](I)(I)P(O)(O)=S)cc1.CN(C)P(=O)(N(C)C)N(C)C.CN(C)P(=O)(N(C)C)N(C)C
Energy = -4270.27909 Eh
Highest occupied orbital energy = -7.811 eV
Lowest unoccupied orbital energy = -0.75 eV

Record 2
DFT (ωB97M-V/def2-TZVPD) results for a cluster of 7 separate species, C30H68Br2ClO12S in total.

Geometry (Å):
1 C 1.91478 -1.84149 1.25767
2 C 2.63280 -0.75547 2.00801
3 C 2.19946 0.82366 1.92235
4 S 0.85860 1.21494 0.67440
5 Cl 1.56788 2.86654 -0.45350
6 C -0.70541 1.89226 1.50279
7 Br -1.27162 3.84213 1.30602
8 C -1.61587 1.02907 2.34498
9 C -1.26574 -0.58969 2.56794
10 Br -3.24782 1.71448 3.27672
11 H 1.35833 -2.64331 1.94406
12 H 1.83624 -1.91206 0.09204
13 H 3.52512 -1.05534 2.73240
14 H 1.84615 1.22755 2.97779
15 H 3.16083 1.43584 1.62085
16 H -0.09066 -0.61360 2.76118
17 H -1.74664 -1.01636 3.56677
18 H -1.56614 -1.23729 1.61307
19 C 2.43100 -0.21667 -5.28794
20 O 3.20282 0.82857 -4.70378
21 C 2.79074 1.12259 -3.36688
22 C 3.74503 0.50342 -2.34200
23 O 3.67201 -0.92596 -2.36435
24 C 4.76282 -1.51010 -3.06948
25 H 2.93500 -0.54637 -6.20059
26 H 2.33273 -1.07350 -4.61677
27 H 1.43852 0.16177 -5.55075
28 H 1.75931 0.79667 -3.19315
29 H 2.81957 2.21307 -3.26000
30 H 3.43897 0.82160 -1.34009
31 H 4.77463 0.84555 -2.50289
32 H 5.66863 -1.45212 -2.45954
33 H 4.93447 -1.02286 -4.03402
34 H 4.52870 -2.56266 -3.25040
35 C 5.16021 5.90958 5.72658
36 O 4.61811 6.07888 4.42009
37 C 4.66984 4.87374 3.65293
38 C 3.30255 4.18628 3.60452
39 O 2.92333 3.69696 4.89515
40 C 1.97647 4.54594 5.53624
41 H 4.88425 6.78011 6.32798
42 H 4.77132 5.01273 6.21519
43 H 6.25141 5.85379 5.66764
44 H 5.43923 4.19562 4.03820
45 H 4.95566 5.15978 2.63416
46 H 3.36976 3.31700 2.94228
47 H 2.53598 4.85818 3.19964
48 H 0.99424 4.41765 5.07297
49 H 2.27291 5.59816 5.48965
50 H 1.90966 4.25156 6.58710
51 C -0.41889 3.19961 -3.42687
52 O 0.58242 3.91637 -4.14318
53 C 0.78181 3.39657 -5.45985
54 C 0.09178 4.26867 -6.51234
55 O -1.33246 4.20533 -6.38398
56 C -1.86591 5.35241 -5.72981
57 H -0.68374 3.77712 -2.53693
58 H -1.32078 3.05229 -4.02619
59 H -0.02259 2.22946 -3.11214
60 H 0.44480 2.35627 -5.52662
61 H 1.86206 3.41087 -5.64493
62 H 0.33880 3.88135 -7.50617
63 H 0.44405 5.30603 -6.45933
64 H -1.85126 6.20592 -6.41331
65 H -1.31209 5.59845 -4.81879
66 H -2.90306 5.13923 -5.45724
67 C -2.09635 -3.94333 -8.07715
68 O -2.23715 -4.06928 -6.66513
69 C -1.00801 -3.82952 -5.97572
70 C -0.97979 -2.42766 -5.36057
71 O -0.94963 -1.41797 -6.37475
72 C -2.22578 -0.81875 -6.57642
73 H -3.09560 -3.90752 -8.51972
74 H -1.56173 -3.03091 -8.35277
75 H -1.56676 -4.81509 -8.47319
76 H -0.14925 -3.98763 -6.63737
77 H -0.94910 -4.56875 -5.16858
78 H -0.06017 -2.31888 -4.77644
79 H -1.82821 -2.27612 -4.68216
80 H -2.44914 -0.14092 -5.74785
81 H -3.01932 -1.56663 -6.66679
82 H -2.18906 -0.23962 -7.50307
83 C -0.90531 -4.08019 0.23454
84 O -0.56528 -4.47522 1.56036
85 C -1.71740 -4.81421 2.33577
86 C -1.88661 -6.33199 2.44591
87 O -2.20630 -6.91058 1.17627
88 C -1.07745 -7.52869 0.56640
89 H 0.01017 -4.06074 -0.36310
90 H -1.60817 -4.77647 -0.22966
91 H -1.33749 -3.07505 0.24965
92 H -2.61864 -4.34525 1.92580
93 H -1.55429 -4.40501 3.33944
94 H -2.72865 -6.54403 3.11280
95 H -0.99229 -6.79968 2.87541
96 H -0.85865 -8.47424 1.07031
97 H -0.19431 -6.88319 0.59130
98 H -1.32437 -7.73697 -0.47815
99 C -4.17027 -2.70130 7.10443
100 O -3.54382 -1.63674 6.39469
101 C -4.49414 -0.72820 5.83343
102 C -4.60880 0.54623 6.67433
103 O -5.18615 0.27111 7.95493
104 C -4.20585 0.21229 8.98636
105 H -3.40674 -3.21731 7.69299
106 H -4.94478 -2.33682 7.78383
107 H -4.60642 -3.41033 6.39425
108 H -5.47094 -1.20854 5.70942
109 H -4.12436 -0.45980 4.83712
110 H -5.28225 1.24345 6.16532
111 H -3.63454 1.03851 6.78154
112 H -3.86640 1.22299 9.22952
113 H -3.34979 -0.40719 8.70241
114 H -4.66982 -0.22496 9.87459

Net charge = +1
Energy = -8092.30294 Eh
Highest occupied orbital energy = -10.866 eV
Lowest unoccupied orbital energy = -5.71 eV